(1)
{
  "formula": "C23H54BFN5O7S",
  "method": "ωB97M-V with the def2-TZVPD basis set",
  "species": ["S", "F", "O", "O", "O", "O", "O", "O", "O", "N", "N", "N", "N", "N", "C", "C", "C", "C", "C", "C", "C", "C", "C", "C", "C", "C", "C", "C", "C", "C", "C", "C", "C", "C", "C", "C", "C", "B", "H", "H", "H", "H", "H", "H", "H", "H", "H", "H", "H", "H", "H", "H", "H", "H", "H", "H", "H", "H", "H", "H", "H", "H", "H", "H", "H", "H", "H", "H", "H", "H", "H", "H", "H", "H", "H", "H", "H", "H", "H", "H", "H", "H", "H", "H", "H", "H", "H", "H", "H", "H", "H", "H"],
  "coordinates": [[2.691949, 3.106698, -4.573234], [1.242127, 0.776837, -0.067755], [0.295513, 0.216160, 2.387344], [-4.235978, 0.809100, 4.127378], [3.506421, 1.899198, -6.874492], [-3.754165, -0.612977, -1.669156], [-0.815338, -7.925555, 1.602518], [-0.037764, 5.573467, -5.617772], [1.089752, 2.225643, 1.623190], [4.220388, 2.692925, 2.707795], [3.950700, 1.584336, 0.571524], [2.474781, 0.433094, -5.449357], [2.838591, -0.220783, -6.605433], [5.339297, 0.649005, 2.246634], [-0.291652, 2.625956, -0.451722], [-0.652062, 0.655101, 1.418142], [-5.072066, -0.345056, -1.212590], [-5.582666, 1.081006, 3.771245], [-0.490312, -3.511417, 0.691657], [0.313093, 1.649778, 0.600062], [-0.269817, -9.056180, 0.937109], [0.861868, 0.312039, 5.161048], [-1.973600, -2.993563, 0.806312], [2.895260, 0.502533, 2.642730], [-1.809123, 1.440293, 2.151562], [4.043233, 1.385388, 2.029611], [-1.249022, -0.457673, 0.471394], [0.581792, 6.624119, -6.343892], [3.423492, 0.622942, -7.443573], [-0.393105, -5.445339, -1.012939], [-0.535049, -5.103205, 0.533972], [-2.123696, -1.500243, 1.274562], [-0.447562, 2.020088, -1.899391], [1.898221, 2.467110, -3.004853], [2.883739, 1.691064, -5.676669], [1.119543, 1.597173, 4.237398], [0.366225, 2.819377, -3.004705], [1.402413, 1.196595, 2.655059], [-2.495048, -3.171939, -0.176413], [-5.735081, 2.160628, 3.685574], [-1.126508, -8.223791, 2.464131], [-5.492362, 0.502280, -1.761884], [-1.294209, 2.987246, -0.112557], [-2.383773, 2.118255, 1.448248], [0.235007, 3.925318, -2.898342], [0.405175, -4.833019, -1.506330], [-2.589048, 0.754439, 2.613665], [0.884653, 6.266860, -7.332134], [0.613226, 4.866942, -5.526893], [-0.206866, -6.546213, -1.182113], [-6.259187, 0.670465, 4.526663], [-0.195760, 0.274695, 5.532906], [3.806200, 0.406294, -8.456821], [0.089772, -8.743242, -0.041728], [-1.529261, 2.144445, -2.201800], [0.147749, -3.297868, 1.583000], [-3.813532, -0.827092, -2.606557], [-0.134490, 7.436356, -6.460228], [-3.203672, -1.217185, 1.091952], [-1.440572, 2.093964, 2.983887], [-1.039955, -9.822306, 0.810300], [-0.475903, -0.972276, -0.147224], [-0.053364, 2.501172, -3.993251], [1.554048, 0.414478, 6.050698], [-5.790007, 0.611594, 2.810561], [0.195297, 2.243598, 4.356321], [-0.232899, 0.928026, -1.980798], [0.565161, -9.462194, 1.514775], [-1.348467, -5.205587, -1.564155], [1.165863, -0.639998, 4.653376], [3.335449, 2.357950, 0.323523], [2.413854, 3.038360, -2.185715], [-1.932294, -1.401429, 2.372126], [4.879877, 1.750485, 0.182293], [3.653115, 3.407449, 2.248277], [2.790411, -0.479832, 2.087949], [-1.931357, 0.087781, -0.242312], [0.279949, -5.622467, 1.093543], [-5.028977, -0.099849, -0.152326], [5.231842, -0.188883, 1.658892], [2.125971, 1.375102, -2.970408], [1.966545, 2.186580, 4.690267], [5.317501, 0.267291, 3.200038], [-1.529823, -5.524345, 0.851032], [1.455584, 6.990322, -5.797927], [-5.702417, -1.227734, -1.353459], [5.193486, 3.005586, 2.610452], [-0.066398, -3.108007, -0.261344], [3.227327, 0.213553, 3.684231], [-4.075952, 1.233759, 4.977298], [-2.490287, -3.639587, 1.572008], [0.358987, 3.548535, -0.505979]],
  "forces_ev_per_a": [[0.324, -0.578, -0.586], [-0.772, 0.435, -0.616], [-1.346, -1.460, -1.118], [-0.288, -0.061, 0.146], [-0.797, -1.419, 0.348], [-0.068, -0.015, -0.060], [-0.028, -0.174, 0.018], [-0.067, 0.045, -0.030], [-0.629, 1.017, -1.749], [0.051, 0.077, 0.414], [0.162, -0.637, -0.191], [1.266, 2.908, -1.408], [1.065, 0.605, -2.154], [-0.343, -0.218, -0.401], [0.464, 0.189, 0.014], [1.169, 0.785, -0.030], [0.134, -0.083, -0.308], [0.251, 0.090, 0.300], [-0.889, -1.389, -0.122], [0.529, -0.588, 1.820], [-0.152, 0.036, 0.339], [1.068, 0.677, 0.143], [0.378, 0.139, 0.714], [0.061, 0.008, -0.817], [-0.835, 0.084, -0.150], [0.718, -0.440, 0.218], [-0.475, 0.355, 0.534], [0.097, -0.354, 0.145], [-1.017, -0.906, 2.043], [-0.446, -0.315, 0.124], [-0.014, 0.450, -1.499], [-0.445, 0.097, -0.737], [-0.549, 0.896, -0.521], [-0.392, 0.181, -0.137], [-0.842, -0.673, 1.681], [-0.518, 0.844, 0.907], [0.081, -1.174, 0.021], [-1.136, -0.728, 1.544], [0.497, 0.264, 0.827], [-0.206, -0.019, -0.091], [0.023, 0.138, -0.088], [-0.180, 0.014, 0.126], [0.906, -0.381, -0.075], [0.531, -0.721, 0.543], [0.037, -0.872, -0.063], [-0.482, -0.690, 0.518], [1.229, 0.697, -0.675], [0.075, 0.202, -0.068], [-0.078, -0.052, 0.104], [-0.055, 1.099, 0.125], [-0.200, 0.041, -0.125], [0.942, -0.216, -0.450], [-0.263, 0.440, 0.987], [-0.044, 0.076, 0.076], [1.017, -0.223, 0.306], [-0.630, 0.429, -0.785], [0.120, 0.016, 0.122], [-0.018, -0.080, 0.046], [0.965, -0.310, 0.453], [0.019, -0.682, -0.859], [0.130, -0.132, -0.130], [-0.362, 0.563, 0.726], [0.355, 0.389, 0.673], [-0.883, -0.267, -0.602], [0.099, -0.006, 0.043], [0.885, -0.429, -0.205], [0.044, 0.916, 0.285], [0.057, -0.143, -0.161], [0.857, -0.149, 0.607], [-0.597, 0.769, 0.331], [0.012, -0.451, 0.296], [-0.250, -0.837, -0.793], [0.028, -0.212, -0.898], [-0.235, 0.159, 0.377], [-0.104, -0.435, 0.277], [0.472, 1.070, 0.177], [0.703, -0.577, 0.574], [-0.709, 0.524, -0.363], [0.111, -0.022, -0.056], [0.162, 0.383, 0.238], [-0.293, 0.911, 0.253], [-0.669, -0.436, -0.386], [-0.061, 0.381, -0.414], [1.114, 0.445, 0.011], [0.042, 0.157, -0.150], [-0.169, 0.080, 0.114], [-0.433, -0.455, -0.131], [0.071, -0.106, 1.102], [-0.368, 0.513, -0.880], [0.170, -0.084, -0.134], [0.344, 0.563, -0.711], [-0.497, -0.956, 0.138]],
  "e_tot_ev": -60738.17599,
  "charge": -1
}

---

(2)
{
  "formula": "C12H17NOS",
  "method": "ωB97M-V with the def2-TZVPD basis set",
  "species": ["S", "O", "N", "C", "C", "C", "C", "C", "C", "C", "C", "C", "C", "C", "C", "H", "H", "H", "H", "H", "H", "H", "H", "H", "H", "H", "H", "H", "H", "H", "H", "H"],
  "coordinates": [[-0.304555, -1.935422, 2.706870], [1.702061, -1.156591, -1.446687], [0.483061, 0.737715, -1.247210], [0.728590, 1.097496, -2.626465], [-2.524063, 1.800165, -2.097530], [1.283176, -0.164680, 1.763167], [1.310856, -0.311003, 4.321007], [-0.496649, 1.518758, -0.527471], [0.874347, -0.684025, 2.949515], [-0.216032, -1.741444, 0.998011], [-1.537375, 2.109507, -3.229471], [-0.515398, 1.007664, -3.513822], [0.654933, -0.765564, 0.637315], [-1.927225, 1.088174, -0.878333], [0.988955, -0.428911, -0.780602], [-0.973822, 0.024534, -3.401987], [-0.343594, 2.573984, -0.766566], [-0.329763, 1.386428, 0.542858], [-0.998267, 3.033434, -3.007252], [1.491292, 0.406393, -2.992553], [-3.331646, 1.177097, -2.487477], [1.129909, 2.117251, -2.659003], [2.019463, 0.615305, 1.677885], [-2.972238, 2.743734, -1.777662], [0.459178, -0.000721, 4.925674], [-0.814977, -2.365164, 0.365188], [-1.912953, 0.009526, -1.045951], [-0.178500, 1.098631, -4.548344], [2.026886, 0.505977, 4.274084], [-2.577047, 1.270152, -0.020485], [1.779807, -1.159990, 4.817612], [-2.121581, 2.297143, -4.133009]],
  "forces_ev_per_a": [[0.375, 0.417, -0.301], [0.091, -0.279, -0.094], [0.206, 0.284, -0.159], [0.169, -0.262, -0.346], [0.085, -0.002, -0.009], [-0.080, -0.095, 0.150], [-0.014, -0.067, 0.112], [-0.411, -0.165, 0.324], [-0.269, -0.226, -0.097], [-0.045, 0.024, 0.242], [-0.166, -0.186, -0.043], [0.111, 0.301, 0.066], [-0.073, -0.389, 0.090], [-0.005, 0.242, 0.004], [0.031, -0.001, 0.119], [0.014, -0.124, -0.066], [0.056, 0.014, 0.061], [-0.020, 0.126, -0.143], [0.011, 0.062, -0.051], [-0.072, 0.196, 0.051], [-0.073, 0.062, -0.010], [-0.019, -0.035, -0.027], [0.151, 0.167, 0.043], [-0.094, -0.023, -0.007], [0.029, 0.067, 0.081], [-0.093, -0.120, -0.223], [-0.009, -0.016, 0.084], [0.007, -0.064, -0.019], [0.028, 0.035, 0.041], [-0.022, -0.073, 0.038], [0.066, 0.028, 0.084], [0.032, 0.102, 0.005]],
  "e_tot_ev": -27093.07436
}

---

(3)
{
  "formula": "C5H14NO",
  "method": "ωB97M-V with the def2-TZVPD basis set",
  "species": ["O", "N", "C", "C", "C", "C", "C", "H", "H", "H", "H", "H", "H", "H", "H", "H", "H", "H", "H", "H", "H"],
  "coordinates": [[-0.960911, 1.606911, 0.396883], [-2.192164, -0.222005, -0.834282], [0.864778, -0.053894, -0.370245], [-0.319271, 0.334762, 0.690525], [-1.492892, -0.693857, 0.362631], [1.514121, -1.199867, 0.342796], [1.725944, 1.215546, -0.510941], [1.551913, 1.836083, 0.433384], [2.834466, 0.749145, -0.454416], [1.261352, -2.132309, -0.138853], [-0.899126, -1.663871, 0.278268], [-0.625354, 2.173392, 1.067048], [0.425396, -0.313026, -1.372456], [0.104834, 0.280429, 1.721153], [-3.004981, 0.338125, -0.477419], [2.631228, -1.170168, 0.228226], [-1.554177, 0.460019, -1.237793], [-2.111898, -0.913490, 1.240728], [1.168318, -1.410156, 1.416216], [1.563554, 1.816156, -1.434587], [-2.485136, -1.037919, -1.346861]],
  "forces_ev_per_a": [[0.517, -1.463, 0.015], [-1.021, 0.615, 2.067], [-2.166, 2.210, 1.362], [-1.237, -0.646, -2.580], [3.572, -1.620, 3.269], [1.222, -1.747, 0.392], [2.355, -1.098, 1.163], [0.662, -0.498, -1.469], [-2.224, 1.861, -0.414], [-0.113, -0.462, -0.344], [-1.287, 0.996, -0.886], [0.154, 1.386, 0.590], [0.364, -0.071, 0.890], [-0.657, 0.053, -0.824], [0.613, -0.596, -0.781], [-1.003, 0.073, 0.642], [-0.063, -0.062, -1.043], [-0.543, 0.623, -0.585], [0.892, 0.788, -1.308], [0.149, -0.499, 0.845], [-0.185, 0.158, -1.003]],
  "e_tot_ev": -8941.61359,
  "charge": 1
}

---

(4)
{
  "formula": "C4H4Br2F2O3",
  "method": "ωB97M-V with the def2-TZVPD basis set",
  "species": ["Br", "Br", "F", "F", "O", "O", "O", "C", "C", "C", "C", "H", "H", "H", "H"],
  "coordinates": [[3.420575, 1.328375, 0.620816], [-1.889153, 1.731887, 0.305098], [-0.796953, -2.794536, -0.466151], [1.911200, 1.525938, -2.077051], [-1.142321, -0.987388, 0.746593], [0.574962, -2.253601, 1.246536], [0.650663, -0.255680, -1.473114], [-0.302392, -2.065304, 0.514893], [1.342191, 0.703589, -1.249203], [1.461117, 1.144068, 0.261952], [-2.372826, -0.100525, 0.127567], [1.172352, 2.195936, 0.466246], [-2.932800, -0.234913, 0.969185], [1.250016, 0.408136, 0.946168], [-2.346633, -0.345975, -0.939531]],
  "forces_ev_per_a": [[5.316, 0.604, 1.078], [0.124, 0.265, -0.182], [0.699, -0.654, -0.298], [0.529, 0.489, -1.412], [-0.185, 0.861, 0.132], [2.005, -1.233, 0.397], [0.806, -0.272, -1.576], [-4.375, 3.373, -0.546], [-2.297, 0.193, 5.797], [-3.092, 1.073, -4.924], [5.567, -1.290, -1.070], [0.180, -0.733, -0.223], [-2.735, -0.989, 0.950], [-1.335, -1.445, 1.234], [-1.207, -0.242, 0.641]],
  "e_tot_ev": -155868.27137,
  "multiplicity": 3,
  "s_squared": 2.01
}